Molecular formula: CH5NO
Method: DFT, wB97M-V/def2-TZVPD

E_tot in Eh: -170.98275
Relative energy (zero: lowest compared OMol25 entry of this formula, charge and spin) in kcal per mole: 62.4
HOMO level in eV: -9.81
SMILES: N=O.C

Atoms and positions in Å:
N  2.37  0.45  0.24
O  2.39  -0.75  0.05
H  2.68  0.86  -0.66
C  -1.51  -0.13  0.09
H  -2.17  -0.58  -0.64
H  -0.48  -0.53  -0.05
H  -1.77  -0.27  1.15
H  -1.50  0.94  -0.18